Computed, not measured: a gas-phase ion, C8H5O5S (charge -1) in a non-equilibrium geometry, with wB97M-V/def2-TZVPD.

Cartesian coordinates (Å):
C -1.3373 1.0097 -1.6066
C -0.3987 0.3801 -2.4883
C -1.3831 0.8060 -0.2807
C 0.5505 -0.4825 -1.9492
C -0.6050 -0.1753 0.2730
C 0.3299 -0.8324 -0.5356
C -0.8315 -0.6544 1.7156
C 1.4596 -1.6041 0.1778
O 1.7197 0.7002 3.2935
O -0.9752 -1.8559 1.9460
O 1.0528 1.6418 1.1382
O 2.1442 -2.4428 -0.3968
O -0.9000 0.3028 2.5691
S 0.7759 1.5145 2.5686
H -1.9609 1.7507 -2.2041
H -0.4767 0.8886 -3.5221
H -1.9953 1.3420 0.4600
H 1.4100 -0.9770 -2.4200
H 1.4212 -1.3121 1.2618

Computed properties:
Total charge: -1
2S+1: 1
HOMO-LUMO gap (Ha): 0.33729
LUMO (eV): 3.3683



Computed, not measured: C5H8O in the gas phase, with wB97M-V/def2-TZVPD.

Cartesian coordinates (Å):
C -0.1200 0.4232 -1.0602
C 0.0706 -1.0208 -0.5681
C 0.3821 -1.0114 0.9273
O 1.1639 0.1403 1.3323
C 0.7020 1.3420 1.1090
C -0.4737 1.3218 0.1383
H -0.8851 0.4767 -1.8418
H 0.8119 0.7964 -1.5005
H -0.8562 -1.5930 -0.7009
H 0.8596 -1.5291 -1.1318
H 0.9447 -1.8785 1.2686
H -0.5387 -0.9413 1.5105
H -1.4139 0.9791 0.6033
H -0.6312 2.3593 -0.1534

Computed properties:
2S+1: 1
HOMO-LUMO gap (Ha): 0.33018
LUMO (eV): 0.9497



Computed, not measured: 5 unconnected molecules or ions with the total composition C3H15NO4 in a non-equilibrium geometry, with wB97M-V/def2-TZVPD.

Cartesian coordinates (Å):
C -0.9558 -1.6223 -0.9164
C 0.2992 -2.3091 -0.1632
C 0.7616 -0.9697 1.8301
N 0.9771 -1.2768 0.5960
H -1.3899 -0.8531 -0.2179
H -0.6765 -1.1848 -1.9256
H -1.7317 -2.4718 -0.8612
H 0.9968 -2.5462 -1.0187
H -0.1019 -3.2155 0.2734
H 0.0218 -1.4988 2.4790
H 1.2484 -0.2285 2.3662
H -1.7344 1.3425 2.7459
H -1.8766 1.2468 1.2781
O -1.8189 0.6983 2.0402
H 1.1887 0.6127 -1.6929
H 2.3807 0.9803 -2.4195
O 1.6241 1.3530 -1.9956
H 1.6967 2.2527 0.2741
H 2.3621 1.8868 1.5310
O 1.5190 1.9190 1.0812
H -1.8598 1.9448 -2.5606
H -1.1651 2.3161 -1.1091
O -1.7657 1.6236 -1.6144

Computed properties:
SMILES: C=NCC.O.O.O.O
2S+1: 1
HOMO-LUMO gap (Ha): 0.34827
LUMO (eV): 0.5227



Computed, not measured: C4H11N2O in the gas phase in a non-equilibrium geometry, with wB97M-V/def2-TZVPD.

Cartesian coordinates (Å):
C -2.1505 -0.0036 0.4512
C -0.8407 0.3219 -0.0425
C 0.2331 -0.8042 0.2095
C 1.5150 -0.3804 -0.5437
N 2.1768 -1.3803 -1.2042
O 1.9823 0.8113 -0.3740
N -0.1527 1.5617 0.4958
H -2.7641 0.9836 0.5138
H -2.0839 -0.5831 1.4411
H -2.5444 -0.7730 -0.3159
H -0.9692 0.4691 -1.1222
H 0.4504 -0.8181 1.2548
H -0.1077 -1.7689 -0.1914
H 2.9616 -0.8368 -1.5137
H 2.0977 -2.3449 -1.0787
H -0.6297 2.3977 0.1627
H 0.9133 1.5084 0.3365
H -0.0872 1.6397 1.5208

Computed properties:
2S+1: 2
HOMO-LUMO gap (spin up / spin down) (Ha): 0.13879 / 0.34893
LUMO (spin up / spin down) (eV): 0.7777 / 0.5175



| no. | calculated total energy (eV) |
| --- | --- |
| 1 | -29450.8841 |
| 2 | -7359.3165 |
| 3 | -13032.2882 |
| 4 | -9350.4291 |